1.
{"formula": "C4H5LiMgO7", "method": "the ωB97M-V functional and the def2-TZVPD basis", "elements": ["O", "H", "O", "O", "O", "H", "C", "O", "H", "Li", "O", "Mg", "C", "C", "C", "H", "H", "O"], "coordinates": [[-2.351, 0.737, -2.525], [-0.006, 0.883, -3.243], [-1.207, 0.035, -0.324], [3.225, -1.468, 2.986], [-1.769, 2.392, -1.280], [1.407, -0.737, -0.442], [-1.360, 1.401, -2.011], [2.828, -2.493, 1.069], [0.295, 1.317, 0.234], [4.067, -3.148, 2.451], [1.758, -0.578, 1.599], [-3.278, 1.077, -0.648], [2.623, -1.560, 1.885], [0.856, -0.758, 0.509], [-0.174, 0.362, 0.539], [-0.466, 0.522, 1.597], [0.350, -1.731, 0.594], [-0.307, 1.703, -2.835]], "charge": -1, "homo_ev": [-2.061, -4.380], "spin_multiplicity": 2, "gap_ev": [3.14, 5.46]}

***

2.
{"formula": "C19H31BN6O3S2", "method": "the ωB97M-V functional and the def2-TZVPD basis", "elements": ["H", "C", "H", "H", "H", "H", "C", "C", "O", "C", "H", "C", "H", "B", "S", "H", "H", "H", "C", "C", "N", "H", "N", "C", "C", "H", "C", "H", "H", "H", "O", "S", "H", "C", "H", "H", "H", "O", "H", "N", "H", "C", "H", "H", "C", "C", "H", "H", "H", "H", "H", "H", "C", "C", "H", "N", "C", "H", "C", "N", "N", "C"], "coordinates": [[2.732, -1.028, 0.289], [4.866, -0.773, 0.288], [-4.103, 1.755, 1.087], [-3.773, 3.765, -0.056], [-7.406, 2.192, -1.552], [-0.534, 2.654, 0.995], [1.326, 1.520, 1.178], [-1.044, -1.810, -0.864], [2.202, -4.825, 1.566], [-1.586, -3.138, -2.391], [-8.671, 3.202, -0.843], [-7.815, 2.569, -0.612], [2.056, 1.485, -2.068], [2.237, -3.571, 0.999], [6.712, -4.906, 1.539], [-0.605, 1.235, 2.007], [-2.156, -3.844, -2.964], [-5.657, 3.413, 1.673], [6.097, -2.739, 0.872], [-0.739, 0.793, -0.079], [7.199, -3.455, 1.102], [4.495, 1.284, 0.754], [-4.091, 2.966, -0.597], [4.891, -3.476, 1.070], [-4.795, 2.029, 0.284], [-8.156, 1.726, -0.003], [3.670, -1.535, 0.463], [-1.646, 1.216, -0.503], [2.000, 0.139, -0.993], [4.182, 0.241, -2.111], [-6.879, 3.364, 0.090], [-1.114, -0.857, 0.581], [6.999, -0.856, 0.344], [2.468, 1.112, -1.130], [1.563, 0.463, 1.313], [1.531, -4.896, 2.251], [0.457, -2.503, 1.284], [-2.054, -2.617, -1.243], [1.407, 2.849, -0.475], [5.117, -4.732, 1.461], [2.932, 2.673, 0.315], [6.064, -1.380, 0.477], [-0.014, 0.681, -0.877], [-4.769, 3.355, -1.247], [2.069, 2.107, -0.027], [-6.015, 2.665, 0.962], [1.627, 2.022, 2.096], [-6.579, 1.916, 1.535], [4.313, 1.935, -1.740], [-5.591, 0.967, -1.453], [-4.185, 0.224, -0.712], [1.087, -2.326, -0.227], [-5.111, 0.758, -0.497], [-0.190, 1.625, 1.073], [-5.760, 0.092, 0.074], [-0.057, -1.834, -1.688], [3.976, 0.979, -1.338], [5.836, 0.970, -0.310], [3.625, -2.844, 0.834], [-0.430, -2.707, -2.709], [0.982, -2.966, 0.552], [4.809, 0.679, -0.097]], "charge": 0, "homo_ev": -8.684, "gap_ev": 8.47}

***

3.
{"formula": "C4H14O2S", "method": "the ωB97M-V functional and the def2-TZVPD basis", "elements": ["H", "H", "O", "C", "H", "H", "H", "H", "H", "H", "C", "H", "S", "H", "H", "H", "C", "O", "C", "H", "H"], "coordinates": [[1.947, 0.076, -1.894], [-0.238, -0.570, 0.139], [-5.016, 2.904, 2.046], [1.551, 0.203, -0.879], [1.852, 2.473, 0.457], [-0.710, -3.871, -1.371], [-4.140, 2.620, 1.772], [-0.408, -0.149, -1.577], [1.160, -2.533, -0.453], [-1.476, -2.443, -2.075], [0.265, -0.591, -0.836], [1.011, -2.154, -2.132], [1.093, 1.947, -0.502], [-5.551, 2.882, 1.247], [-1.398, -2.685, -0.277], [2.341, -0.126, -0.199], [0.465, -2.066, -1.190], [2.437, 2.421, 2.706], [-0.886, -2.803, -1.232], [3.397, 2.504, 2.709], [2.303, 1.960, 3.540]], "charge": 0, "de_lowest_kcal_mol": 14.1, "homo_ev": -8.670, "smiles": "CCCCS.O.O", "gap_ev": 9.22}

***

4.
{"formula": "C4H10O2", "method": "the ωB97M-V functional and the def2-TZVPD basis", "elements": ["H", "C", "H", "H", "H", "H", "C", "H", "H", "H", "H", "C", "O", "C", "O", "H"], "coordinates": [[-0.568, -0.612, -2.368], [-0.696, -0.198, -1.380], [1.170, 2.565, 2.141], [-1.457, 1.708, -2.056], [-2.599, 0.724, -1.155], [0.495, 0.202, 1.055], [-1.552, 1.030, -1.205], [-1.397, 1.608, -0.298], [1.710, -1.860, -0.146], [0.354, -2.779, 0.395], [2.387, 2.241, 1.425], [-0.194, -0.838, -0.329], [1.632, 1.781, 1.799], [0.664, -2.078, -0.377], [-0.313, -0.317, 0.970], [0.565, -2.497, -1.377]], "charge": 0, "de_lowest_kcal_mol": 25.7, "homo_ev": -8.700, "smiles": "C/C=C(/C)O.O", "gap_ev": 9.20}

***

5.
{"formula": "C6H12O", "method": "the ωB97M-V functional and the def2-TZVPD basis", "elements": ["H", "H", "C", "H", "H", "C", "O", "H", "H", "C", "C", "C", "H", "H", "H", "C", "H", "H", "H"], "coordinates": [[-1.728, 1.874, -0.679], [-0.557, -0.244, 2.212], [1.123, 0.079, 0.271], [0.357, 0.942, -1.565], [-2.649, -0.278, 0.645], [2.141, -0.722, -0.501], [1.110, 0.017, 1.483], [2.937, -0.004, -0.730], [1.781, -1.138, -1.446], [-1.751, -0.159, 0.041], [-1.178, -1.222, -0.517], [0.314, 1.133, -0.488], [-1.178, 1.682, 0.975], [-1.280, -0.401, 2.137], [-1.465, -2.240, -0.281], [-1.142, 1.220, -0.021], [-0.379, -1.111, -1.240], [0.844, 2.075, -0.306], [2.547, -1.509, 0.138]], "charge": 0, "de_lowest_kcal_mol": 56.2, "homo_ev": -9.454, "smiles": "C=CCCC(C)=O.[H][H]", "gap_ev": 10.42}

***

6.
{"formula": "C12H36O12", "method": "the ωB97M-V functional and the def2-TZVPD basis", "elements": ["H", "H", "C", "C", "O", "H", "O", "H", "H", "H", "H", "H", "H", "O", "O", "O", "H", "H", "H", "C", "H", "H", "H", "H", "O", "H", "C", "C", "C", "H", "H", "H", "C", "H", "O", "O", "C", "H", "H", "C", "H", "C", "H", "H", "O", "H", "H", "H", "H", "C", "H", "H", "H", "H", "C", "O", "H", "H", "O", "O"], "coordinates": [[-0.390, 11.778, 0.055], [-5.450, 14.076, 1.989], [-0.751, 11.306, 0.982], [-3.661, 13.899, -0.486], [0.496, 12.713, 6.310], [1.208, 13.259, 8.149], [-2.049, 13.698, 7.406], [-0.870, 15.724, 4.506], [-6.217, 16.009, 4.233], [2.672, 17.201, 0.775], [-1.031, 9.649, 0.025], [-0.476, 17.437, 2.330], [-2.220, 14.062, 5.583], [-4.261, 12.665, -0.826], [2.333, 19.188, 0.528], [-4.812, 16.445, 2.732], [-0.479, 14.965, 7.288], [-4.381, 14.723, -0.455], [-0.113, 18.301, 0.254], [1.946, 17.837, 0.270], [-6.763, 13.786, 3.118], [-2.033, 14.131, 2.270], [-1.929, 15.045, -0.819], [-1.845, 13.442, -1.575], [0.461, 17.518, 2.103], [1.780, 10.761, 0.397], [-5.968, 15.748, 3.200], [-1.373, 14.950, 2.587], [-5.789, 14.267, 3.017], [-0.071, 12.064, 8.195], [0.139, 10.316, 2.658], [0.918, 11.826, 2.231], [0.255, 12.980, 7.693], [-6.853, 16.057, 2.615], [-1.986, 16.199, 2.290], [1.398, 10.176, 1.059], [0.544, 17.538, 0.694], [-0.797, 14.370, 8.931], [-2.931, 16.113, 2.481], [-0.744, 14.089, 7.875], [-4.913, 17.373, 2.960], [-1.117, 14.751, 4.058], [-0.109, 12.026, 6.015], [-2.377, 15.343, -3.022], [-4.951, 13.651, 3.967], [-0.224, 14.131, 4.203], [1.907, 19.737, -0.137], [-3.312, 13.794, 0.546], [-2.493, 13.166, 8.072], [-2.505, 14.291, -1.374], [0.243, 16.572, 0.256], [2.055, 17.635, -0.804], [-0.462, 14.866, 1.995], [-1.384, 12.007, 1.526], [0.454, 10.921, 1.809], [-1.539, 10.183, 0.643], [-4.775, 12.786, -1.631], [-4.100, 14.112, 4.009], [-3.051, 14.826, -2.574], [-2.286, 14.211, 4.627]], "charge": 0, "de_lowest_kcal_mol": 5.3, "homo_ev": -9.924, "smiles": "OCCO.OCCO.OCCO.OCCO.OCCO.OCCO", "gap_ev": 10.37}